{
  "formula": "C42H84Cl4O24",
  "method": "ωB97M-V/def2-TZVPD",
  "smiles": "C[C@H]1COC(=O)O1.C[C@H]1COC(=O)O1.C[C@H]1COC(=O)O1.C[C@H]1COC(=O)O1.COCCOCCOC.COCCOCCOC.COCCOCCOC.COCCOCCOC.ClCCl.ClCCl",
  "e_tot_ha": -5297.04712,
  "lumo_ha": 0.013,
  "multiplicity": 1,
  "e_homo_ev": -9.40,
  "e_above_lowest_kcal_mol": 60.5,
  "max_force_ha_per_bohr": 0.0485,
  "total_charge": 0,
  "species": ["C", "C", "C", "O", "C", "O", "O", "H", "H", "H", "H", "H", "H", "C", "C", "C", "O", "C", "O", "O", "H", "H", "H", "H", "H", "H", "C", "C", "C", "O", "C", "O", "O", "H", "H", "H", "H", "H", "H", "C", "C", "C", "O", "C", "O", "O", "H", "H", "H", "H", "H", "H", "C", "O", "C", "C", "O", "C", "C", "O", "C", "H", "H", "H", "H", "H", "H", "H", "H", "H", "H", "H", "H", "H", "H", "C", "O", "C", "C", "O", "C", "C", "O", "C", "H", "H", "H", "H", "H", "H", "H", "H", "H", "H", "H", "H", "H", "H", "C", "O", "C", "C", "O", "C", "C", "O", "C", "H", "H", "H", "H", "H", "H", "H", "H", "H", "H", "H", "H", "H", "H", "C", "O", "C", "C", "O", "C", "C", "O", "C", "H", "H", "H", "H", "H", "H", "H", "H", "H", "H", "H", "H", "H", "H", "Cl", "C", "Cl", "H", "H", "Cl", "C", "Cl", "H", "H"],
  "coordinates": [[1.43868, -1.31630, -4.60512], [1.90260, 0.09918, -4.76454], [1.10639, 0.94486, -5.77474], [0.12987, 1.67307, -4.91096], [0.73430, 1.77894, -3.69457], [0.33790, 2.42359, -2.75097], [1.73256, 0.93786, -3.59226], [1.74260, -1.87947, -5.47721], [0.35793, -1.39992, -4.46391], [1.86610, -1.71807, -3.69499], [2.97185, 0.06695, -5.00781], [0.47816, 0.31415, -6.40926], [1.67603, 1.68640, -6.33942], [5.93618, -5.66255, 0.08219], [6.24346, -5.33123, -1.35072], [7.24700, -4.17483, -1.58102], [8.48504, -4.90326, -1.57164], [8.24116, -6.19458, -1.96621], [9.09414, -6.96187, -2.22905], [6.93552, -6.41631, -1.97298], [5.29077, -4.89115, 0.55607], [6.82622, -5.66605, 0.69299], [5.51055, -6.67874, 0.16801], [5.32965, -5.20327, -1.96543], [7.40165, -3.52276, -0.74674], [7.00036, -3.61561, -2.48086], [-0.50462, -0.60796, -1.02152], [0.67737, -1.08442, -0.27198], [0.48811, -2.38506, 0.56369], [1.86513, -2.85372, 0.56849], [2.45162, -2.46501, -0.56559], [3.49743, -3.01409, -0.88324], [1.71922, -1.53018, -1.21880], [-0.24693, 0.20775, -1.72281], [-1.27170, -0.29063, -0.32490], [-0.93934, -1.39650, -1.58390], [1.12759, -0.33110, 0.37909], [-0.16392, -3.05986, -0.01893], [0.12715, -2.17840, 1.54953], [4.97515, 1.18455, 4.18603], [3.54181, 1.65151, 4.28023], [2.99575, 2.22793, 2.97646], [2.30795, 1.06541, 2.48385], [2.14348, 0.12943, 3.41526], [1.54086, -0.92921, 3.24058], [2.72258, 0.49457, 4.54111], [5.36089, 0.62681, 5.04403], [5.68867, 2.00399, 4.07441], [4.98849, 0.48921, 3.36128], [3.44556, 2.33277, 5.10092], [3.75970, 2.52663, 2.27659], [2.33083, 3.05197, 3.10815], [-7.79751, -1.22869, 3.77172], [-6.46501, -0.90095, 3.76299], [-5.88101, -0.80240, 5.03241], [-4.40975, -0.39003, 4.85549], [-3.68250, -1.52499, 4.36800], [-2.31994, -1.32547, 4.35890], [-1.60891, -2.58513, 4.00396], [-1.81633, -2.84774, 2.64461], [-1.52525, -4.23661, 2.38879], [-7.90328, -2.27827, 4.05008], [-8.21819, -1.09276, 2.79225], [-8.38545, -0.55727, 4.42462], [-5.90739, -1.74847, 5.60193], [-6.32352, -0.02245, 5.64659], [-4.00500, -0.12857, 5.82513], [-4.23691, 0.44289, 4.18228], [-2.09491, -0.93354, 5.38560], [-2.03183, -0.59107, 3.60394], [-2.10049, -3.36039, 4.59061], [-0.53856, -2.49206, 4.29001], [-2.29675, -4.84992, 2.88885], [-0.57301, -4.59682, 2.72071], [-1.66925, -4.49794, 1.35950], [5.10506, -0.92119, -2.74633], [6.05235, -0.24366, -1.94715], [5.83544, -0.54029, -0.60293], [4.51422, -0.02138, 0.01274], [4.55394, 1.43515, 0.02479], [3.55153, 2.05884, -0.76949], [3.43479, 3.52858, -0.66016], [2.93253, 3.84989, 0.64491], [2.85052, 5.26010, 0.96890], [5.41297, -0.90354, -3.77843], [4.07551, -0.57340, -2.74882], [5.00063, -1.98014, -2.43113], [6.68705, -0.15627, -0.04687], [5.89957, -1.66296, -0.42991], [4.41705, -0.34357, 1.05216], [3.66670, -0.29702, -0.60299], [2.57538, 1.66834, -0.41246], [3.62361, 1.82216, -1.86020], [2.77818, 3.86967, -1.45779], [4.38395, 4.02816, -0.84267], [3.84466, 5.69557, 1.22144], [2.23233, 5.37588, 1.84914], [2.30542, 5.88373, 0.23534], [-1.26805, 7.63533, 0.97628], [-0.65526, 6.39602, 0.99394], [-1.12322, 5.56308, -0.09358], [-0.46140, 4.19892, -0.10683], [-0.93891, 3.49987, 1.05115], [-0.40280, 2.18444, 0.91238], [-1.04777, 1.39385, 2.04493], [-2.40598, 1.10505, 1.74228], [-3.37141, 2.10077, 1.95488], [-2.35700, 7.62482, 1.13684], [-1.01714, 8.19125, 0.06015], [-0.80461, 8.22348, 1.82280], [-1.01130, 6.05547, -1.01828], [-2.19484, 5.35479, 0.10528], [0.63032, 4.28522, 0.00790], [-0.68103, 3.62003, -1.00405], [0.64783, 2.23999, 1.23491], [-0.54217, 1.70899, -0.08241], [-0.92486, 1.89285, 3.01653], [-0.53873, 0.43572, 2.19261], [-3.45806, 2.76581, 1.07528], [-3.13896, 2.73013, 2.81239], [-4.36472, 1.69926, 2.17823], [-6.24220, 3.49606, -5.32797], [-6.72290, 2.35488, -4.65676], [-6.42802, 1.16534, -5.36491], [-6.76611, -0.07805, -4.57052], [-5.82745, -0.29983, -3.55956], [-5.04782, -1.44233, -3.67756], [-3.90544, -1.34996, -2.61301], [-2.87465, -0.43520, -2.99598], [-3.27428, 0.93445, -2.71568], [-6.54857, 4.39613, -4.76306], [-6.71459, 3.68155, -6.33085], [-5.18185, 3.47618, -5.44107], [-5.35922, 1.14419, -5.69612], [-7.03523, 1.16632, -6.27568], [-6.82731, -0.98240, -5.21494], [-7.71004, 0.17109, -4.13256], [-4.53756, -1.40258, -4.65415], [-5.61692, -2.33871, -3.50847], [-3.47681, -2.35039, -2.50929], [-4.44885, -1.05302, -1.68616], [-3.90670, 1.34203, -3.47885], [-2.38142, 1.53863, -2.66307], [-3.80092, 1.01243, -1.73862], [-4.75521, -3.58899, 0.22096], [-4.43949, -2.01100, 1.01621], [-5.64796, -0.81873, 0.61165], [-4.44861, -2.13890, 2.10424], [-3.46517, -1.59457, 0.77137], [1.18014, -4.26559, 5.60347], [2.03458, -3.75946, 4.13194], [3.11366, -4.99490, 3.42574], [1.24136, -3.54520, 3.42557], [2.66346, -2.87397, 4.34219]],
  "atomic_forces_ev_per_a": [[-0.7, 0.2, 0.8], [0.1, 1.2, -0.8], [-1.4, -0.1, 0.4], [1.6, -0.1, -0.1], [-2.0, 0.0, 0.6], [0.3, -0.1, -1.2], [1.7, -1.3, 0.3], [0.1, -0.2, -0.1], [0.0, 0.2, -0.2], [0.3, -0.3, 0.0], [-0.2, 0.4, 0.2], [0.3, 0.2, -0.2], [0.0, -0.2, 0.1], [-0.5, 0.1, 0.7], [-0.8, 0.8, -0.7], [-0.1, -1.1, 1.0], [0.0, -0.1, -1.1], [0.3, 1.3, 0.5], [0.6, -0.8, -0.3], [-0.4, -0.7, -0.1], [0.0, -0.6, -0.5], [0.6, -0.1, 0.0], [-0.1, 0.6, -0.1], [0.4, 0.1, 0.6], [-0.7, 0.6, 0.4], [0.6, -0.1, -0.3], [0.1, 0.7, -0.3], [0.3, -1.0, 0.6], [0.7, 1.3, -1.8], [-1.3, 0.0, 0.5], [1.3, -1.7, 0.0], [-1.5, 1.6, -0.4], [0.7, -0.4, 0.6], [-0.2, -0.3, 0.5], [-0.2, 0.3, 0.1], [-0.3, -0.8, -0.7], [0.1, 0.1, -0.1], [0.4, -0.1, 0.5], [0.0, -0.1, 0.5], [0.4, -0.2, 0.2], [0.9, 0.3, 0.6], [0.6, -1.3, 0.7], [-0.5, 0.0, -1.3], [-1.2, -1.8, -0.6], [1.0, 2.1, 0.2], [0.1, 0.1, 0.6], [-0.6, 0.1, 0.2], [-0.3, 0.0, -0.5], [0.6, -0.1, -0.6], [-0.4, 0.3, 0.5], [0.2, -0.2, -0.2], [-0.8, 0.4, 0.1], [-1.1, -0.1, 0.5], [1.2, 0.6, -0.1], [1.4, 0.3, -0.3], [-0.1, -1.5, -0.2], [-1.8, -0.2, -0.2], [0.7, 1.2, 0.7], [-0.1, 0.1, 1.1], [0.8, -1.2, -0.8], [-1.9, 0.0, 0.5], [-0.4, -0.1, 0.3], [0.1, 0.0, -0.6], [0.2, -0.4, 0.1], [-0.1, 0.1, -0.3], [-0.6, 0.2, 0.1], [0.1, 0.2, 0.5], [-0.4, 0.3, -0.2], [0.7, -0.4, -0.7], [-0.1, 0.5, 0.0], [0.3, -0.4, 0.2], [-0.5, -0.2, -0.3], [0.3, 0.2, 0.2], [0.8, 0.2, 0.3], [0.1, 0.5, -0.8], [0.0, -1.3, -0.2], [-0.9, 0.1, -0.4], [0.0, -1.3, 1.4], [1.0, 1.5, -0.8], [0.2, 0.2, -0.1], [-1.0, -1.6, -0.3], [0.5, 0.9, 0.8], [-0.1, 1.2, -0.3], [0.3, -0.2, -0.1], [0.5, 0.1, -0.4], [-0.2, 0.7, 0.5], [0.3, 0.4, -0.1], [0.0, 0.4, 0.0], [-0.4, 1.0, -0.3], [-0.1, -0.3, -0.2], [-0.2, -0.4, 0.2], [0.1, 0.0, -0.4], [0.2, -0.1, 0.7], [-0.5, 0.0, 0.0], [0.4, 0.1, 0.2], [-0.5, -0.3, -0.5], [-0.1, -0.4, 0.4], [0.5, -0.5, -0.2], [0.7, 1.7, 1.0], [0.2, -1.5, -0.9], [-0.7, -0.9, 1.9], [0.2, 1.0, 1.3], [0.4, -0.5, -1.7], [0.1, -0.1, 2.5], [-0.3, -0.4, -0.7], [-0.1, -0.9, 0.4], [-0.3, 1.1, -0.2], [0.1, -0.2, -0.2], [-0.3, -0.1, 0.0], [-0.6, -0.6, -0.8], [0.2, 0.8, -1.3], [0.2, 0.3, -0.3], [-0.2, 0.0, -0.3], [-0.1, 0.3, -0.2], [0.2, -0.1, -0.9], [0.0, 0.6, 0.6], [-0.2, 0.4, -0.2], [-0.1, -0.1, -0.3], [0.0, -0.2, 0.3], [0.4, 0.2, 0.1], [0.3, -0.6, -0.3], [-1.6, 1.0, -0.3], [0.2, -0.2, 0.1], [0.6, 0.0, -1.1], [0.5, 0.2, -0.6], [-0.4, 0.6, 1.0], [2.2, 0.7, 0.2], [-1.3, 0.1, -0.7], [-1.1, 0.5, 0.7], [0.3, -0.7, 0.8], [0.3, -0.6, 0.1], [0.3, -0.7, 0.5], [1.0, 0.0, -0.1], [-0.5, 0.1, 0.3], [0.0, -0.1, -0.2], [-0.2, 0.7, 0.1], [-0.9, -0.4, 0.5], [-0.2, -0.6, 0.0], [-0.4, -0.6, -0.1], [0.2, 0.2, 0.1], [0.8, -0.1, -0.3], [-0.5, 0.0, -0.5], [0.5, 0.0, 0.0], [0.3, -0.2, -0.5], [0.3, 0.5, 0.2], [0.3, -0.1, 0.9], [-0.4, 0.3, -0.2], [-0.2, -0.2, -0.3], [0.0, -0.4, -0.4], [0.4, -0.2, 0.1], [0.4, 0.4, 0.0], [-0.3, 0.1, 0.3], [0.4, 0.2, -0.2], [-0.7, -0.6, -0.1]]
}